# 1
DFT (the ωB97M-V functional and the def2-TZVPD basis) results for 2 unconnected molecules or ions with the total composition C2H7NO2.

Last columns: bonded neighbours and bond lengths (Å).
CARTESIAN COORDINATES (ANGSTROEM)
1 O 1.471 1.362 0.559  O2 1.408, H11 1.122
2 O 1.687 0.114 1.174  O1 1.408, H12 0.972
3 N -0.135 0.627 -1.269  C5 1.382, H7 1.019
4 C -1.191 -0.526 0.619  C5 1.454, H6 1.087, H8 1.077, H10 1.214
5 C -0.700 -0.521 -0.749  N3 1.382, C4 1.454, H9 1.095
6 H -2.114 -1.088 0.738  C4 1.087
7 H 0.299 0.584 -2.191  N3 1.019
8 H -1.239 0.441 1.091  C4 1.077
9 H -1.177 -1.219 -1.445  C5 1.095
10 H -0.061 -0.936 0.794  C4 1.214
11 H 0.606 1.323 -0.155  O1 1.122
12 H 2.555 -0.161 0.834  O2 0.972

The orbital gap is 9.6 eV. For the relative energy (zero: lowest compared OMol25 entry of this formula, charge and spin), the calculation gives 590.3 kJ/mol. The multiplicity is 1. Its maximum force is 7.39 eV/A. For the total energy, the calculation gives -285.44699 Ha. Its structure (SMILES) is [H]/N=C/C.OO. The HOMO energy is -8.913 eV.

Results of the Löwdin charge analysis, in e, for atoms 1 through 6: O -0.215; O -0.158; N 0.042; C -0.079; C -0.226; H 0.081

# 2
DFT (the ωB97M-V functional and the def2-TZVPD basis) results for 2 unconnected molecules or ions with the total composition C2H7NO2.

Last columns: bonded neighbours and bond lengths (Å).
CARTESIAN COORDINATES (ANGSTROEM)
1 O 1.487 2.156 -1.539  H9 0.963, H10 0.960
2 O 0.478 -0.476 -1.401  C4 1.198
3 N 0.134 -0.628 1.659  C5 1.452, H6 1.016, H8 1.001
4 C -0.373 -0.935 -0.693  O2 1.198, C5 1.537, H11 1.105
5 C -0.924 -0.498 0.673  N3 1.452, C4 1.537, H7 1.138, H12 1.143
6 H 1.058 -0.234 1.503  N3 1.016
7 H -1.254 0.561 0.420  C5 1.138
8 H -0.227 -0.451 2.576  N3 1.001
9 H 1.370 1.687 -2.373  O1 0.963
10 H 0.916 1.767 -0.873  O1 0.960
11 H -0.883 -1.841 -1.068  C4 1.105
12 H -1.783 -1.109 1.115  C5 1.143

The orbital gap is 10.1 eV. For the relative energy (zero: lowest compared OMol25 entry of this formula, charge and spin), the calculation gives 202.4 kJ/mol. The multiplicity is 1. Its maximum force is 2.63 eV/A. For the total energy, the calculation gives -285.59471 Ha. Its structure (SMILES) is NCC=O.O. The HOMO energy is -9.482 eV.

Results of the Löwdin charge analysis, in e, for atoms 1 through 6: O -0.071; O 0.055; N -0.014; C -0.258; C -0.246; H 0.080

# 3
DFT (the ωB97M-V functional and the def2-TZVPD basis) results for 2 unconnected molecules or ions with the total composition C2H7NO2.

Last columns: bonded neighbours and bond lengths (Å).
CARTESIAN COORDINATES (ANGSTROEM)
1 O -1.219 -2.249 0.531  C5 1.218
2 O 1.396 2.481 1.337  H9 0.972, H12 0.966
3 N 0.308 -0.667 0.668  C5 1.389, H6 0.999, H8 1.006
4 C -0.736 -0.886 -1.514  C5 1.523, H7 1.120, H10 1.086, H11 1.078
5 C -0.640 -1.364 -0.072  O1 1.218, N3 1.389, C4 1.523
6 H 0.530 -0.884 1.618  N3 0.999
7 H -1.571 -0.161 -1.692  C4 1.120
8 H 0.795 0.043 0.148  N3 1.006
9 H 1.315 3.277 0.785  O2 0.972
10 H 0.214 -0.376 -1.642  C4 1.086
11 H -1.063 -1.699 -2.142  C4 1.078
12 H 0.670 2.484 1.974  O2 0.966

The orbital gap is 10.2 eV. For the relative energy (zero: lowest compared OMol25 entry of this formula, charge and spin), the calculation gives 74.5 kJ/mol. The multiplicity is 1. Its maximum force is 2.69 eV/A. For the total energy, the calculation gives -285.64341 Ha. Its structure (SMILES) is CC(N)=O.O. The HOMO energy is -9.641 eV.

Results of the Löwdin charge analysis, in e, for atoms 1 through 6: O 0.023; O -0.071; N 0.130; C -0.004; C -0.567; H 0.100